No. 1
A molecular structure, C31H37Br2MnN3OSe. Source: OMol25; level of theory: ωB97M-V/def2-TZVPD.

The geometry in XYZ format:
```
76
C31H37Br2MnN3OSe, DFT ωB97M-V/def2-TZVPD
Mn 1.16818 1.40752 0.80215
C 1.86068 4.27157 -0.96905
C 2.37539 4.28618 0.43738
C 3.14053 5.35692 0.92618
C 3.58025 5.35660 2.22263
C 3.27609 4.27630 3.07265
C 3.68419 4.14187 4.42517
Br 4.70728 5.49936 5.24301
C 3.34835 3.03139 5.14136
C 2.59580 1.99313 4.55567
Br 2.15383 0.48762 5.58503
C 2.16680 2.06937 3.25165
O 1.42614 1.14902 2.64655
C 2.51368 3.23475 2.51683
N 2.07390 3.25905 1.22047
H 2.28842 5.08306 -1.55239
H 0.77489 4.39060 -0.97317
H 2.10145 3.32671 -1.45964
H 3.37469 6.17837 0.26445
H 4.17003 6.18002 2.60255
H 3.66106 2.93194 6.17112
C 1.76793 -2.60413 -2.58182
C 2.50562 -2.47755 -1.24239
C 4.02183 -2.44792 -1.47748
C 2.13676 -3.65936 -0.33441
C 2.09656 -1.23010 -0.58278
C 1.75882 -0.19985 -0.03787
H 2.05861 -3.53130 -3.07791
H 2.01013 -1.76944 -3.24116
H 0.68617 -2.62380 -2.42420
H 4.33434 -3.37498 -1.96073
H 4.55782 -2.35187 -0.53354
H 4.30078 -1.61254 -2.11994
H 2.43659 -4.59424 -0.81067
H 1.05924 -3.69242 -0.15574
H 2.64353 -3.58241 0.62745
C -3.30112 -1.97051 -4.81590
C -3.47495 -0.93151 -3.71318
C -2.27030 -0.00191 -3.56795
C -1.04765 -0.65399 -2.93277
N -1.26798 -0.99759 -1.52371
C -1.16839 -0.15280 -0.49034
Se -0.69742 1.66269 -0.70264
N -1.43925 -0.81112 0.65099
C -1.50755 -0.29051 2.01922
C -2.94701 -0.10402 2.48764
C -3.65780 1.07230 1.82343
C -3.14368 2.42766 2.29860
C -1.70901 -2.14080 0.33637
C -2.01176 -3.22701 1.14673
C -2.20708 -4.43752 0.50911
C -2.10145 -4.55676 -0.88409
C -1.79742 -3.47355 -1.68461
C -1.60301 -2.25540 -1.04298
H -4.17983 -2.60931 -4.89679
H -2.44043 -2.62220 -4.64504
H -3.15143 -1.48572 -5.78202
H -3.68421 -1.42255 -2.75731
H -4.35545 -0.32505 -3.93248
H -2.53684 0.87803 -2.97780
H -1.97060 0.36814 -4.55200
H -0.18502 0.00991 -2.96982
H -0.77169 -1.57814 -3.43845
H -0.96909 0.65147 2.06237
H -0.96138 -0.99147 2.65048
H -2.91560 0.05556 3.56838
H -3.50183 -1.03100 2.32321
H -4.72571 0.99728 2.03582
H -3.56266 0.99542 0.73499
H -3.24263 2.51996 3.38208
H -3.70543 3.24140 1.84097
H -2.09115 2.57996 2.04492
H -2.08921 -3.13586 2.22101
H -2.44476 -5.31381 1.09598
H -2.26087 -5.52330 -1.34180
H -1.71762 -3.57584 -2.75809
```

## Properties
gap between HOMO and LUMO (alpha / beta) = 5.912 / 7.302 eV
E_tot = -276012.676 eV
ΔE to the lowest compared entry with this formula, charge and spin = 0.000 eV
spin multiplicity = 5
total charge = +1
lowest unoccupied orbital energy (alpha / beta) = -4.7 / -3.4 eV


No. 2
A molecular structure, C31H37ClCrN5OSSb2. Source: OMol25; level of theory: ωB97M-V/def2-TZVPD.

The geometry in XYZ format:
```
79
C31H37ClCrN5OSSb2, DFT ωB97M-V/def2-TZVPD
Cr 0.11292 0.93177 -0.92653
C -1.39878 -2.37308 -2.56413
Sb 0.46375 -1.70497 -1.78806
C 1.55621 -1.73496 -3.62263
C 1.17676 -3.58219 -1.02953
C 0.19101 -4.34904 -0.20442
C -0.71527 -5.17285 -0.86963
C -1.65005 -5.92645 -0.18075
C -1.67594 -5.87604 1.20495
C -0.77296 -5.07696 1.87812
C 0.16975 -4.30545 1.20078
C 1.09466 -3.45452 2.00686
Sb 0.27312 -1.47941 2.28494
C 1.64212 -0.89759 3.83650
C -1.28219 -2.07371 3.61503
H -1.19888 -3.01937 -3.41778
H -2.02184 -1.53938 -2.87752
H -1.92094 -2.94679 -1.80219
H 1.63803 -2.76970 -3.95450
H 2.55651 -1.32376 -3.50340
H 1.02482 -1.17020 -4.38906
H 2.14009 -3.43241 -0.54976
H 1.36247 -4.10540 -1.96935
H -0.67253 -5.23569 -1.94905
H -2.33872 -6.55982 -0.71946
H -2.38404 -6.47264 1.76114
H -0.77859 -5.06501 2.96063
H 2.07743 -3.36133 1.54752
H 1.23473 -3.89666 2.99319
H 1.77902 -1.72367 4.53283
H 1.23982 -0.04808 4.38700
H 2.61451 -0.63385 3.42443
H -0.88543 -2.71136 4.40248
H -2.05585 -2.60988 3.07104
H -1.72665 -1.18796 4.06515
S -3.87477 1.78001 0.71625
C -3.74973 0.07221 0.64244
C -2.55258 -0.34482 0.14307
C -1.69255 0.73788 -0.20382
C -2.30411 1.94621 0.06983
C -1.57872 3.17997 -0.15708
C -2.04762 4.47284 0.06078
C -1.20573 5.53723 -0.19818
C 0.07822 5.29363 -0.67397
C 0.46642 3.98324 -0.87572
N -0.33723 2.95082 -0.61971
H -4.57395 -0.53407 0.97578
H -2.30040 -1.39094 0.04937
H -3.05363 4.63263 0.42123
H -1.54609 6.55050 -0.03950
H 0.76117 6.10082 -0.89024
H 1.45436 3.74014 -1.25266
Cl -3.49386 1.95501 -5.28191
C -1.89405 1.83039 -4.67732
C -0.79974 2.12004 -5.47601
C 0.47215 1.99145 -4.93555
C 0.59681 1.57171 -3.62647
N -0.46672 1.30495 -2.85839
C -1.69635 1.43183 -3.36046
H -0.94388 2.43410 -6.49893
H 1.35113 2.20470 -5.52441
H 1.57551 1.42559 -3.17544
H -2.52362 1.21228 -2.70110
C 4.11921 1.48651 0.98247
N 2.97759 2.02787 1.71786
C 3.15597 2.74189 2.86144
C 2.10526 3.22841 3.55968
C 0.80930 2.94523 3.04659
N 0.64168 2.25215 1.91348
C 1.70193 1.79872 1.27937
O 1.58461 1.13861 0.18319
N -0.29095 3.35530 3.67175
H 5.01213 1.64427 1.58154
H 4.22422 1.99372 0.02436
H 3.97150 0.42057 0.81674
H 4.18173 2.89004 3.16730
H 2.25589 3.78938 4.46715
H -0.24968 3.87439 4.53195
H -1.18996 3.11101 3.28839
```

## Properties
gap between HOMO and LUMO (alpha / beta) = 6.274 / 6.690 eV
E_tot = -107086.403 eV
ΔE to the lowest compared entry with this formula, charge and spin = 0.250 eV
spin multiplicity = 2
total charge = +2
lowest unoccupied orbital energy (alpha / beta) = -6.2 / -5.8 eV


No. 3
A molecular structure, C31H38As3N2S6SbZr at a distorted geometry. Source: OMol25; level of theory: ωB97M-V/def2-TZVPD.

The geometry in XYZ format:
```
82
C31H38As3N2S6SbZr, DFT ωB97M-V/def2-TZVPD
Zr 0.75718 -1.27168 -0.17650
C -1.74848 -2.49176 3.31705
As -0.00309 -2.16199 2.60641
C 0.97804 -3.78587 3.10893
C 0.67177 -0.92290 3.95056
C 1.04790 -1.32371 5.26847
C 1.55026 -0.38868 6.18133
C 1.51863 0.91280 5.80172
C 1.06150 1.41433 4.60760
C 0.64747 0.43486 3.64897
As 0.12024 1.03077 1.86614
C -1.68670 1.45082 2.28534
C 1.02706 2.81003 1.61509
H -1.72198 -3.13962 4.23719
H -2.31098 -3.04700 2.51984
H -2.26752 -1.58502 3.62089
H 0.54849 -4.53167 2.43888
H 0.86816 -4.09929 4.18021
H 2.02769 -3.81229 2.80453
H 0.97812 -2.35550 5.54280
H 1.85938 -0.72921 7.13571
H 1.91636 1.61797 6.55635
H 1.14646 2.43723 4.34826
H -2.08107 0.57313 2.76925
H -2.22193 1.68250 1.36480
H -1.75959 2.28196 2.95076
H 0.99255 3.43444 2.60319
H 0.42752 3.30128 0.85687
H 2.06859 2.63501 1.34541
S -0.29292 -5.55043 -3.14656
Sb -0.01258 -3.71565 -1.89107
S -1.42727 -2.66099 -0.43934
S 1.80369 -3.75245 -0.32879
S 0.75755 -1.62327 -2.76167
S 1.88583 1.13355 -1.10457
C 1.03992 1.75312 -2.51430
C 1.88339 2.20133 -3.55788
C 1.35957 2.79517 -4.70690
C -0.02115 2.78082 -4.89819
C -0.82168 2.28559 -3.90996
C -0.38603 1.68552 -2.75339
As -1.45953 0.95761 -1.33096
C -2.50824 2.60045 -0.88906
C -1.67473 3.72128 -0.74257
C -2.26522 5.00573 -0.84722
C -3.62097 5.14601 -0.86968
C -4.41459 4.03060 -0.89903
C -3.89579 2.77052 -0.82494
C -2.80662 -0.11637 -2.10933
C -2.54529 -0.62218 -3.37669
C -3.47773 -1.53437 -3.91923
C -4.69169 -1.74262 -3.25635
C -4.97173 -1.25601 -1.94622
C -3.98764 -0.45113 -1.40492
H 2.93879 2.02804 -3.38453
H 1.99230 3.08718 -5.54601
H -0.42850 3.15790 -5.82448
H -1.84216 2.32222 -4.16376
H -0.56696 3.64807 -0.73543
H -1.66020 5.90764 -1.00894
H -4.02444 6.13420 -0.98627
H -5.49327 4.16748 -0.99977
H -4.51001 1.86882 -0.80837
H -1.63871 -0.46665 -3.90076
H -3.30106 -2.05215 -4.84964
H -5.38986 -2.49711 -3.57182
H -5.94787 -1.41241 -1.46247
H -4.10606 -0.24526 -0.29680
C 4.60204 -1.80358 -2.56331
N 4.00917 -1.23473 -1.36087
C 4.09947 -1.70791 -0.14691
S 3.11571 -0.97347 1.08531
N 5.04459 -2.57769 0.11386
C 5.07862 -3.36094 1.38181
H 4.00133 -1.41556 -3.38595
H 4.64186 -2.88970 -2.63312
H 5.60127 -1.43363 -2.64528
H 3.28085 -0.55633 -1.50104
H 5.36401 -3.11510 -0.69187
H 6.01898 -3.93673 1.30065
H 4.25972 -4.16594 1.42023
H 4.99983 -2.68948 2.23834
```

## Properties
gap between HOMO and LUMO = 6.976 eV
E_tot = -291091.972 eV
ΔE to the lowest compared entry with this formula, charge and spin = 0.616 eV
lowest unoccupied orbital energy = -0.6 eV


No. 4
A molecular structure, C31H38AsCrF3N5OS. Source: OMol25; level of theory: ωB97M-V/def2-TZVPD.

The geometry in XYZ format:
```
81
C31H38AsCrF3N5OS, DFT ωB97M-V/def2-TZVPD
Cr -0.08328 -0.11136 0.11692
C 0.20259 -4.09139 -0.45653
C -1.01021 -3.51576 0.28467
C -0.67582 -2.80559 1.60038
N -0.65930 -1.35478 1.60356
C -0.56172 -0.80259 2.84361
C -0.38795 -1.53249 4.00555
C -0.45433 -1.12548 5.37940
C -0.92038 0.06021 5.91253
C -1.29385 1.20678 5.22222
C -1.09178 1.48866 3.83562
C -0.65514 0.69374 2.80692
N -0.28506 1.18745 1.57799
C -0.81007 2.46809 1.15521
C -2.31923 2.40864 0.86071
C -2.82129 1.00243 0.50868
N -1.96736 0.28495 -0.43152
C -2.41392 -0.26159 -1.52868
C -3.78724 -0.33911 -1.89633
C -4.37957 -0.60781 -3.10922
C -3.81842 -0.89578 -4.35080
C -2.47286 -1.11389 -4.58615
C -1.41228 -1.18186 -3.69930
C -1.35240 -0.95821 -2.30460
N -0.31320 -1.29314 -1.56730
C 0.67939 -2.20692 -2.09750
C 1.22857 -3.08840 -0.98308
H -0.15000 -4.70813 -1.29195
H 0.71375 -4.77474 0.23138
H -1.65915 -4.36280 0.52746
H -1.59725 -2.85818 -0.35205
H 0.28995 -3.20097 1.96865
H -1.41674 -3.12277 2.34541
H -0.19412 -2.58855 3.88683
H -0.20282 -1.90387 6.09342
H -1.01457 0.09625 6.99486
H -1.67913 2.03137 5.81186
H -1.25770 2.52851 3.57559
H -0.29988 2.74862 0.23354
H -0.60509 3.26674 1.88148
H -2.52962 3.08503 0.03081
H -2.90436 2.74291 1.72203
H -3.83391 1.11448 0.12628
H -2.87758 0.39782 1.41908
H -4.48207 -0.12843 -1.09671
H -5.46463 -0.55344 -3.09321
H -4.49222 -0.96830 -5.19546
H -2.20176 -1.29682 -5.62183
H -0.45491 -1.40634 -4.15179
H 1.49159 -1.65953 -2.59304
H 0.22524 -2.85412 -2.85742
H 1.59728 -2.46520 -0.16472
H 2.09196 -3.63781 -1.37323
F -0.31787 2.58298 -5.35388
C 0.82913 3.04152 -4.83476
F 0.65016 4.33437 -4.51755
F 1.71286 3.05329 -5.87751
C 1.35798 2.20311 -3.69995
C 2.61137 1.66759 -3.83718
C 3.12247 0.86274 -2.82345
C 2.30850 0.61902 -1.74328
N 1.08614 1.13590 -1.54885
C 0.57011 1.98528 -2.51070
S -0.91835 2.74742 -2.31207
H 3.18771 1.86157 -4.73055
H 4.09707 0.39986 -2.89203
H 2.63503 -0.06722 -0.97448
C 4.56648 0.20825 1.47376
As 2.71653 0.69374 1.72246
C 2.42830 0.69316 3.61571
C 2.61457 2.50559 1.09803
O 1.85138 -0.45605 0.88910
H 5.21379 0.84873 2.07197
H 4.81481 0.31677 0.41872
H 4.69620 -0.83110 1.76868
H 3.25503 1.22235 4.09124
H 2.38395 -0.33872 3.95700
H 1.47986 1.17668 3.84794
H 3.50340 3.03515 1.44140
H 1.71051 2.96480 1.48992
H 2.57679 2.49665 0.01010
```

## Properties
gap between HOMO and LUMO (alpha / beta) = 4.312 / 6.321 eV
E_tot = -150511.373 eV
spin multiplicity = 5
total charge = -1
lowest unoccupied orbital energy (alpha / beta) = 2.3 / 2.3 eV